13
Properties=species:S:1:pos:R:3 method="wB97M-V/def2-TZVPD" lumo_energy_ev=0.902 smiles=Cc1cc(N)on1 e_above_lowest_kcal_mol=42.6 total_charge=0 e_tot_ha=-340.727023 homo_lumo_gap_ev=9.55
C 1.17 0.86 -1.75
C 0.12 0.34 -0.82
C 0.19 0.40 0.59
C -0.80 -0.46 0.99
N -1.18 -0.98 2.21
O -1.46 -0.91 -0.08
N -0.88 -0.39 -1.24
H 0.75 1.21 -2.69
H 1.75 1.66 -1.28
H 1.87 0.05 -1.97
H 0.68 1.18 1.13
H -0.40 -1.19 2.82
H -1.81 -1.77 2.11